Here is a single C19H30N2O3S molecule at a distorted geometry from OMol25. Energies are from ωB97M-V/def2-TZVPD.

Properties
Gap between HOMO and LUMO, eV: 9.2
LUMO energy, eV: 0.49
E_HOMO, eV: -8.760
Energy above the lowest of the compared OMol25 structures with the same formula, charge and spin, eV: 0.587
SMILES: CC(=O)N1CCCc2cc(S(=O)(=O)N(CC(C)C)CC(C)C)ccc21

Cartesian coordinates (Å):
1 C -3.445 -2.408 -1.029
2 C -4.423 -1.279 -0.800
3 O -5.623 -1.454 -0.848
4 N -3.919 -0.053 -0.453
5 C -2.569 0.305 -0.442
6 C -1.706 -0.028 -1.487
7 C -0.366 0.305 -1.409
8 C 0.106 0.984 -0.303
9 C -0.749 1.380 0.706
10 C -2.091 1.048 0.647
11 C -3.104 1.508 1.647
12 C -4.284 2.045 0.834
13 C -4.910 0.910 0.035
14 H -5.617 0.348 0.654
15 H -5.469 1.300 -0.822
16 H -3.918 2.825 0.163
17 H -5.041 2.483 1.483
18 H -3.440 0.674 2.269
19 H -2.685 2.277 2.295
20 H -0.348 1.945 1.534
21 S 1.862 1.306 -0.176
22 O 2.342 1.817 -1.426
23 O 2.077 2.080 1.017
24 N 2.426 -0.244 0.001
25 C 2.092 -0.877 1.253
26 H 1.710 -0.085 1.900
27 C 1.029 -1.985 1.092
28 C 0.017 -1.931 2.235
29 H -0.497 -0.973 2.244
30 H 0.519 -2.066 3.190
31 H -0.724 -2.720 2.124
32 C 1.673 -3.369 1.025
33 H 0.917 -4.134 0.865
34 H 2.189 -3.590 1.958
35 H 2.392 -3.424 0.212
36 H 0.501 -1.798 0.151
37 H 2.990 -1.286 1.726
38 C 3.520 -0.709 -0.813
39 H 3.355 -1.764 -1.055
40 C 4.912 -0.522 -0.190
41 C 5.968 -1.087 -1.137
42 H 6.960 -0.978 -0.704
43 H 5.792 -2.143 -1.330
44 H 5.947 -0.554 -2.084
45 C 5.174 0.952 0.098
46 H 6.147 1.083 0.566
47 H 5.150 1.524 -0.826
48 H 4.413 1.358 0.760
49 H 4.957 -1.082 0.752
50 H 3.464 -0.125 -1.734
51 H 0.321 0.056 -2.202
52 H -2.088 -0.531 -2.360
53 H -3.923 -3.324 -0.686
54 H -2.508 -2.258 -0.502
55 H -3.249 -2.523 -2.093

=====

Here is a single C19H30N2O4S molecule at a distorted geometry from OMol25. Energies are from ωB97M-V/def2-TZVPD.

Properties
Gap between HOMO and LUMO, eV: 9.4
LUMO energy, eV: 0.58
E_HOMO, eV: -8.846
Energy above the lowest of the compared OMol25 structures with the same formula, charge and spin, eV: 0.597
SMILES: COCCCNC(=O)CN(C1CCCCC1)S(=O)(=O)c1ccc(C)cc1

Cartesian coordinates (Å):
1 C 2.930 3.755 -0.032
2 H 2.142 3.491 0.682
3 O 3.736 2.643 -0.329
4 C 4.522 2.211 0.760
5 C 5.134 0.857 0.403
6 H 6.052 0.702 0.970
7 H 5.375 0.876 -0.660
8 C 4.173 -0.305 0.683
9 N 2.869 -0.075 0.115
10 C 2.480 -0.568 -1.069
11 O 3.109 -1.366 -1.735
12 C 1.094 -0.047 -1.483
13 N 0.037 -0.458 -0.584
14 S -0.320 0.490 0.725
15 O 0.598 1.603 0.732
16 O -0.416 -0.273 1.938
17 C -1.941 1.140 0.332
18 C -2.142 1.743 -0.895
19 C -3.386 2.266 -1.199
20 C -4.432 2.193 -0.284
21 C -4.205 1.586 0.947
22 C -2.963 1.061 1.258
23 H -2.768 0.590 2.208
24 H -5.008 1.526 1.668
25 C -5.784 2.738 -0.624
26 H -6.415 1.941 -1.017
27 H -5.712 3.516 -1.379
28 H -6.271 3.144 0.260
29 H -3.549 2.737 -2.157
30 H -1.326 1.799 -1.598
31 C -0.348 -1.862 -0.583
32 C 0.503 -2.722 0.354
33 C 0.067 -4.183 0.267
34 C -1.412 -4.326 0.609
35 C -2.255 -3.465 -0.325
36 C -1.827 -2.003 -0.225
37 H -1.975 -1.651 0.796
38 H -2.428 -1.382 -0.894
39 H -3.312 -3.554 -0.068
40 H -2.130 -3.812 -1.354
41 H -1.715 -5.371 0.528
42 H -1.576 -4.004 1.640
43 H 0.668 -4.784 0.952
44 H 0.244 -4.553 -0.745
45 H 0.383 -2.352 1.373
46 H 1.554 -2.636 0.076
47 H -0.202 -2.217 -1.612
48 H 0.866 -0.407 -2.491
49 H 1.127 1.043 -1.480
50 H 2.305 0.663 0.519
51 H 4.059 -0.443 1.763
52 H 4.567 -1.223 0.240
53 H 5.316 2.951 0.954
54 H 3.907 2.130 1.669
55 H 2.474 4.065 -0.971
56 H 3.527 4.582 0.372

=====

Here is a molecular structure, C19H30N2O5SSbSe4V at a distorted geometry from OMol25. Energies are from ωB97M-V/def2-TZVPD.

Properties
Gap between HOMO and LUMO (alpha / beta), eV: 5.0 / 4.9
Charge: -1
2S+1: 2
LUMO energy (alpha / beta), eV: 1.98 / 1.97
E_HOMO (alpha / beta), eV: -3.031 / -2.894
Energy above the lowest of the compared OMol25 structures with the same formula, charge and spin, eV: 0.549

Cartesian coordinates (Å):
1 V 1.253 -1.224 -1.070
2 C -1.484 1.065 -2.890
3 C -0.360 1.923 -2.323
4 O 0.875 1.261 -2.234
5 C 1.728 1.213 -3.371
6 C 1.341 0.101 -4.316
7 O 1.109 -1.058 -3.540
8 C 0.493 -2.073 -4.312
9 C 0.113 -3.202 -3.386
10 O -0.435 -2.732 -2.152
11 C -1.823 -2.498 -2.098
12 C -2.253 -1.188 -2.740
13 O -1.383 -0.192 -2.268
14 H -1.415 0.963 -3.982
15 H -2.452 1.539 -2.662
16 H -0.618 2.205 -1.299
17 H -0.264 2.841 -2.922
18 H 2.729 1.024 -2.964
19 H 1.729 2.179 -3.893
20 H 2.153 -0.087 -5.032
21 H 0.428 0.344 -4.880
22 H 1.198 -2.450 -5.064
23 H -0.384 -1.646 -4.824
24 H 1.012 -3.753 -3.101
25 H -0.600 -3.875 -3.876
26 H -2.079 -2.486 -1.036
27 H -2.361 -3.329 -2.576
28 H -3.296 -0.970 -2.457
29 H -2.217 -1.246 -3.838
30 Se 4.920 -0.398 -1.536
31 Sb 4.556 -2.907 -2.250
32 Se 2.425 -3.270 -0.873
33 Se 2.987 0.081 -0.156
34 Se 3.934 -2.740 -4.627
35 C -2.404 -2.458 3.292
36 C -2.848 -1.084 3.765
37 C -2.295 0.055 2.925
38 N -0.851 0.170 3.049
39 C 0.041 -0.170 2.115
40 S -0.404 -0.891 0.665
41 N 1.359 0.061 2.417
42 C 1.924 0.760 3.475
43 O 2.934 0.391 4.048
44 C 1.300 2.115 3.818
45 C 1.393 2.583 5.118
46 C 0.877 3.836 5.427
47 C 0.301 4.611 4.428
48 C 0.236 4.151 3.118
49 C 0.734 2.891 2.811
50 H -2.795 -3.239 3.943
51 H -1.317 -2.548 3.277
52 H -2.745 -2.654 2.274
53 H -2.550 -0.935 4.808
54 H -3.939 -1.006 3.749
55 H -2.732 1.008 3.237
56 H -2.516 -0.090 1.865
57 H -0.515 0.480 3.950
58 H 2.017 -0.503 1.871
59 H 1.872 1.970 5.869
60 H 0.936 4.208 6.440
61 H -0.091 5.591 4.670
62 H -0.190 4.767 2.337
63 H 0.711 2.520 1.793

=====

Here is a single C19H30N2O6S molecule from OMol25. Energies are from ωB97M-V/def2-TZVPD.

Properties
Gap between HOMO and LUMO, eV: 9.5
LUMO energy, eV: 0.57
E_HOMO, eV: -8.960
Energy above the lowest of the compared OMol25 structures with the same formula, charge and spin, eV: 1.081
SMILES: CC[C@@H](NS(=O)(=O)c1ccc(C)cc1)C(=O)N1CCOCCOCCOCC1

Cartesian coordinates (Å):
1 C -5.151 -1.110 -0.278
2 C -4.012 -1.988 0.224
3 H -4.099 -2.159 1.298
4 H -4.041 -2.964 -0.264
5 C -2.651 -1.351 -0.064
6 N -2.474 -0.099 0.656
7 S -2.557 1.356 -0.150
8 O -2.616 1.104 -1.565
9 O -3.574 2.169 0.454
10 C -0.957 2.071 0.211
11 C -0.334 1.825 1.419
12 C 0.912 2.374 1.663
13 C 1.538 3.174 0.711
14 C 0.888 3.415 -0.493
15 C -0.357 2.864 -0.746
16 H -0.870 3.030 -1.680
17 H 1.360 4.037 -1.240
18 C 2.897 3.738 0.983
19 H 2.931 4.198 1.969
20 H 3.171 4.480 0.238
21 H 3.634 2.937 0.964
22 H 1.409 2.180 2.602
23 H -0.818 1.199 2.151
24 H -2.982 -0.071 1.526
25 H -2.592 -1.120 -1.131
26 C -1.503 -2.274 0.375
27 O -1.713 -3.231 1.097
28 N -0.257 -1.941 -0.032
29 C 0.092 -0.842 -0.909
30 H 0.783 -0.180 -0.382
31 C 0.762 -1.315 -2.215
32 H 0.281 -2.238 -2.555
33 O 2.135 -1.627 -2.078
34 C 3.061 -0.608 -2.357
35 C 3.040 0.613 -1.412
36 H 2.183 1.251 -1.645
37 O 2.900 0.338 -0.041
38 C 3.969 -0.325 0.610
39 H 4.918 -0.082 0.115
40 C 3.816 -1.855 0.692
41 O 2.970 -2.294 1.731
42 C 1.603 -1.950 1.617
43 C 0.861 -2.707 0.496
44 H 1.547 -2.922 -0.322
45 H 0.463 -3.647 0.879
46 H 1.498 -0.869 1.468
47 H 1.174 -2.207 2.588
48 H 4.790 -2.289 0.936
49 H 3.488 -2.244 -0.277
50 H 3.989 0.075 1.629
51 H 3.963 1.184 -1.597
52 H 2.921 -0.229 -3.381
53 H 4.034 -1.106 -2.302
54 H 0.628 -0.545 -2.984
55 H -0.791 -0.267 -1.170
56 H -5.102 -1.007 -1.360
57 H -5.093 -0.112 0.152
58 H -6.111 -1.547 -0.014

=====

Here is a single C19H30N2S molecule from OMol25. Energies are from ωB97M-V/def2-TZVPD.

Properties
Gap between HOMO and LUMO, eV: 8.5
LUMO energy, eV: 0.56
E_HOMO, eV: -7.928
Energy above the lowest of the compared OMol25 structures with the same formula, charge and spin, eV: 0.418
SMILES: Cc1ccc(CNC(=S)N[C@H]2CC[C@@H](C(C)(C)C)CC2)cc1

Cartesian coordinates (Å):
1 C -1.936 2.681 4.680
2 C -0.721 2.196 3.950
3 C 0.077 1.188 4.472
4 C 1.203 0.751 3.795
5 C 1.562 1.322 2.584
6 C 0.767 2.336 2.059
7 C -0.359 2.764 2.732
8 H -0.968 3.552 2.313
9 H 1.042 2.790 1.118
10 C 2.751 0.830 1.800
11 N 2.316 0.241 0.551
12 C 2.412 0.869 -0.639
13 N 1.756 0.348 -1.702
14 H 1.840 0.910 -2.536
15 C 0.673 -0.614 -1.672
16 C 0.419 -1.152 -3.086
17 C -1.040 -1.589 -3.269
18 H -1.088 -2.299 -4.094
19 H -1.654 -0.730 -3.536
20 C -1.578 -2.210 -1.977
21 C -1.680 -1.096 -0.917
22 C -0.623 -0.005 -1.121
23 H -0.431 0.506 -0.174
24 H -0.976 0.749 -1.827
25 H -1.560 -1.531 0.076
26 H -2.664 -0.630 -0.953
27 H -0.835 -2.939 -1.633
28 C -2.900 -2.998 -2.163
29 C -2.624 -4.278 -2.963
30 H -2.261 -4.056 -3.962
31 H -1.883 -4.894 -2.457
32 H -3.538 -4.859 -3.062
33 C -3.964 -2.180 -2.898
34 H -4.901 -2.732 -2.920
35 H -4.147 -1.230 -2.403
36 H -3.666 -1.983 -3.924
37 C -3.448 -3.419 -0.794
38 H -3.790 -2.563 -0.220
39 H -2.685 -3.939 -0.219
40 H -4.291 -4.094 -0.924
41 H 1.089 -1.991 -3.277
42 H 0.652 -0.375 -3.816
43 H 0.977 -1.447 -1.025
44 S 3.366 2.204 -0.875
45 H 1.644 -0.507 0.640
46 H 3.309 0.083 2.370
47 H 3.417 1.658 1.543
48 H 1.810 -0.037 4.217
49 H -0.185 0.735 5.418
50 H -1.738 3.655 5.127
51 H -2.776 2.794 3.997
52 H -2.216 1.992 5.473

=====

Here is a molecular structure, C19H30N7STm at a distorted geometry from OMol25. Energies are from ωB97M-V/def2-TZVPD.

Properties
Gap between HOMO and LUMO (alpha / beta), eV: 7.9 / 7.5
Charge: +4
2S+1: 3
LUMO energy (alpha / beta), eV: -11.59 / -11.96
E_HOMO (alpha / beta), eV: -19.483 / -19.484
Energy above the lowest of the compared OMol25 structures with the same formula, charge and spin, eV: 0.000

Cartesian coordinates (Å):
1 Tm 0.346 -0.874 0.739
2 N 0.659 -1.259 3.122
3 C 1.640 -0.168 3.523
4 C 3.029 -0.495 3.043
5 C 3.363 -0.247 1.560
6 N 2.753 -1.253 0.629
7 H -0.148 -1.146 3.742
8 H 1.054 -2.160 3.392
9 H 1.571 -0.033 4.624
10 H 1.358 0.784 3.114
11 H 3.320 -1.517 3.324
12 H 3.780 0.137 3.524
13 H 4.453 -0.252 1.398
14 H 2.992 0.754 1.249
15 H 2.998 -2.213 0.920
16 H 3.125 -1.183 -0.334
17 N -0.586 -2.470 -3.155
18 C 0.257 -1.468 -3.712
19 C 0.550 -1.140 -5.035
20 C 1.394 -0.041 -5.222
21 C 1.852 0.706 -4.113
22 C 1.554 0.354 -2.812
23 C 0.752 -0.773 -2.633
24 N 0.272 -1.361 -1.448
25 C -0.524 -2.369 -1.857
26 C -1.107 -3.219 -0.834
27 C -1.732 -4.400 -1.014
28 S -2.262 -5.022 0.487
29 C -1.602 -3.686 1.260
30 N -0.998 -2.777 0.481
31 H -1.144 -3.140 -3.652
32 H 0.170 -1.660 -5.890
33 H 1.682 0.300 -6.222
34 H 2.440 1.589 -4.271
35 H 2.037 0.908 -2.006
36 H -1.941 -4.990 -1.884
37 H -1.694 -3.536 2.319
38 C -0.855 3.634 0.379
39 C -0.052 2.323 0.417
40 N -0.955 1.175 0.690
41 C -1.689 1.345 1.981
42 C -2.454 2.672 1.987
43 N -2.313 3.303 0.623
44 C -2.809 2.382 -0.451
45 C -1.943 1.116 -0.436
46 H -0.785 4.129 -0.603
47 H -0.559 4.337 1.165
48 H 0.727 2.410 1.176
49 H 0.463 2.113 -0.510
50 H -0.937 1.335 2.802
51 H -2.393 0.522 2.125
52 H -2.028 3.363 2.775
53 H -3.524 2.558 2.180
54 H -2.860 4.162 0.594
55 H -2.775 3.012 -1.386
56 H -3.848 2.179 -0.162
57 H -1.453 1.004 -1.396
58 H -2.621 0.248 -0.302